[1]
A structure of composition C33H33N7O6Rh in a non-equilibrium geometry, computed with the ωB97M-V functional and the def2-TZVPD basis.

Structure (XYZ):
```
80
Properties=species:S:1:pos:R:3:mulliken_charge:R:1
Rh 1.21 0.16 -0.64 -0.076
N -0.30 -0.50 -2.01 0.097
C 0.12 -1.67 -2.73 0.756
C -0.74 -2.52 -3.35 -0.656
C -0.24 -3.62 -4.09 -0.830
C 1.10 -3.83 -4.20 -0.913
C 2.01 -2.99 -3.52 0.405
C 3.42 -3.13 -3.57 -0.593
C 4.21 -2.31 -2.82 -1.458
C 3.60 -1.36 -1.98 -0.162
N 2.30 -1.19 -1.91 0.686
C 1.51 -1.95 -2.73 0.102
H -0.16 0.35 -2.56 0.347
H -1.29 -0.55 -1.75 0.198
H -1.81 -2.33 -3.32 0.496
H -0.94 -4.28 -4.58 0.412
H 1.49 -4.64 -4.80 0.442
H 3.85 -3.90 -4.20 0.445
H 5.29 -2.38 -2.85 0.501
H 4.21 -0.73 -1.35 0.763
O 6.07 4.01 2.48 -0.662
C 5.46 4.00 1.41 -0.198
O 5.51 4.70 0.37 -0.627
C 4.44 2.90 1.25 0.861
C 4.83 1.59 0.94 -1.220
C 3.88 0.65 0.66 -0.793
N 2.57 0.95 0.64 0.387
C 2.18 2.18 1.02 0.768
C 3.07 3.17 1.35 -0.566
C 0.70 2.38 0.96 0.235
O 0.09 3.11 1.70 -0.621
O 0.15 1.68 -0.03 -0.616
H 5.88 1.33 0.92 0.549
H 4.14 -0.38 0.46 0.975
H 2.70 4.14 1.64 0.606
C -8.52 -1.60 5.38 -1.387
C -7.64 -1.47 4.17 0.645
C -7.93 -2.15 2.99 -0.722
C -7.11 -2.03 1.87 -0.748
C -5.99 -1.22 1.91 0.361
N -5.19 -1.11 0.73 -0.053
C -3.84 -1.14 0.60 0.237
O -3.31 -1.02 -0.50 -0.686
N -3.13 -1.37 1.76 -0.013
C -1.74 -1.40 1.83 -1.013
C -1.07 -2.07 2.85 -0.448
C 0.31 -2.10 2.83 -1.173
C 1.01 -1.50 1.80 -0.318
N 0.36 -0.83 0.85 0.696
C -0.98 -0.74 0.88 0.111
C -5.71 -0.50 3.07 -0.248
C -6.52 -0.64 4.18 -0.586
H -9.21 -2.43 5.28 0.353
H -9.11 -0.69 5.52 0.304
H -7.93 -1.75 6.28 0.360
H -8.80 -2.80 2.94 0.330
H -7.35 -2.58 0.96 0.387
H -5.67 -1.13 -0.15 0.317
H -3.64 -1.70 2.56 0.375
H -1.62 -2.55 3.64 0.471
H 0.86 -2.62 3.61 0.435
H 2.09 -1.54 1.73 0.469
H -1.45 -0.12 0.16 1.239
H -4.89 0.20 3.09 0.536
H -6.29 -0.08 5.08 0.410
C 4.72 2.10 -2.74 -1.156
N 3.69 3.06 -2.36 0.393
C 4.07 4.48 -2.37 -1.195
C 2.45 2.67 -2.09 0.778
C 1.42 3.75 -1.89 -1.722
O 2.14 1.44 -2.05 -0.374
H 5.19 2.44 -3.66 0.499
H 4.27 1.13 -2.91 0.264
H 5.48 2.04 -1.96 0.336
H 5.14 4.53 -2.53 0.433
H 3.87 4.94 -1.40 0.444
H 3.57 5.01 -3.17 0.354
H 1.34 4.35 -2.80 0.578
H 1.70 4.42 -1.08 0.387
H 0.46 3.29 -1.68 0.302
```

The value obtained for the HOMO-LUMO gap is 6.446 eV. The LUMO energy is -0.13338 hartree. For the largest force on an atom, the calculation gives 1.61 eV/Å. The total charge is +1. The calculation puts the relative energy (zero: lowest compared OMol25 entry of this formula, charge and spin) at 0.1652 eV. The HOMO energy is -10.075 eV. The value obtained for the molar mass is 726.58 g/mol.



[2]
A structure of composition C33H33N8O5PdS, computed with the ωB97M-V functional and the def2-TZVPD basis.

Structure (XYZ):
```
81
Properties=species:S:1:pos:R:3:mulliken_charge:R:1
Pd 0.04 -0.90 0.54 0.782
O 1.73 -7.52 0.88 -0.486
C 0.37 -7.15 0.94 -0.576
C 0.27 -5.65 0.84 0.567
C -0.98 -5.04 0.86 -1.053
C -1.06 -3.66 0.77 -0.435
N 0.04 -2.91 0.67 -0.311
C 1.25 -3.48 0.64 0.154
C 1.40 -4.86 0.73 -0.494
C 2.38 -2.54 0.50 0.401
C 3.70 -2.92 0.44 -0.857
C 4.69 -1.96 0.30 0.924
C 6.15 -2.34 0.26 -0.877
O 6.37 -3.72 0.11 -0.525
C 4.30 -0.63 0.21 -1.431
C 2.96 -0.31 0.27 -0.429
N 2.02 -1.24 0.41 0.022
H 1.80 -8.48 0.93 0.312
H -0.09 -7.46 1.89 0.331
H -0.21 -7.59 0.13 0.340
H -1.89 -5.62 0.94 0.470
H -1.99 -3.12 0.78 0.555
H 2.37 -5.32 0.71 0.637
H 3.99 -3.96 0.52 0.740
H 6.60 -2.06 1.22 0.292
H 6.66 -1.76 -0.51 0.430
H 6.36 -3.95 -0.83 0.314
H 5.03 0.16 0.08 0.506
H 2.62 0.71 0.19 0.688
N 4.16 4.88 -3.32 -0.534
C 3.14 4.16 -2.75 1.092
C 2.09 4.81 -2.08 -0.941
C 1.04 4.10 -1.55 -0.233
C 1.01 2.71 -1.69 -0.655
C 2.03 2.05 -2.36 -0.446
C 3.09 2.77 -2.88 -1.057
S -0.32 1.78 -1.04 2.092
O -1.44 2.66 -0.83 -0.796
O -0.52 0.63 -1.89 -0.923
N 0.20 1.12 0.37 0.238
C 0.56 1.88 1.45 0.305
N 0.93 1.18 2.53 -0.349
C 1.28 1.88 3.61 -0.235
C 1.27 3.27 3.63 -0.820
C 0.89 3.89 2.46 -0.257
N 0.53 3.22 1.37 -0.397
H 4.30 5.82 -3.00 0.217
H 5.00 4.39 -3.56 0.214
H 2.11 5.89 -1.99 0.305
H 0.23 4.59 -1.04 0.490
H 1.97 0.98 -2.49 0.567
H 3.88 2.25 -3.42 0.327
H 1.57 1.31 4.48 0.480
H 1.55 3.82 4.51 0.440
H 0.87 4.97 2.38 0.490
C -5.47 2.29 0.29 -1.047
N -4.16 1.81 0.67 0.192
N -3.71 0.60 0.21 0.791
C -2.64 0.21 0.96 0.480
O -1.98 -0.84 0.66 -0.704
C -2.50 1.16 1.99 -0.861
C -3.45 2.13 1.77 0.681
C -3.73 3.37 2.55 -1.839
C -4.11 0.06 -1.05 -0.579
C -3.76 0.73 -2.22 0.619
C -4.16 0.20 -3.43 -1.096
C -4.90 -0.98 -3.47 -0.417
C -5.24 -1.64 -2.30 -0.741
C -4.85 -1.11 -1.08 -0.308
H -5.58 2.25 -0.79 0.354
H -5.55 3.33 0.61 0.427
H -6.26 1.70 0.76 0.303
H -1.75 1.15 2.76 0.604
H -3.00 3.46 3.35 0.395
H -4.73 3.35 2.99 0.403
H -3.65 4.25 1.91 0.386
H -3.16 1.63 -2.16 0.610
H -3.89 0.70 -4.35 0.427
H -5.21 -1.39 -4.43 0.417
H -5.81 -2.55 -2.33 0.418
H -5.10 -1.60 -0.15 0.484
```

The value obtained for the HOMO-LUMO gap is 6.978 eV. The LUMO energy is -0.11025 hartree. For the largest force on an atom, the calculation gives 0.09 eV/Å. The total charge is +1. The calculation puts the relative energy (zero: lowest compared OMol25 entry of this formula, charge and spin) at 0.0000 eV. The HOMO energy is -9.978 eV. The value obtained for the molar mass is 760.16 g/mol.



[3]
A cluster of 2 separate species, C33H34BF3O2S in total in a non-equilibrium geometry, computed with the ωB97M-V functional and the def2-TZVPD basis.

Structure (XYZ):
```
74
Properties=species:S:1:pos:R:3:mulliken_charge:R:1
C -3.13 7.30 -0.51 -1.240
C -2.80 5.94 -0.05 0.580
C -2.95 5.38 1.21 -0.641
C -2.41 4.05 1.32 -0.932
C -1.79 3.64 0.16 0.227
B -1.03 2.24 -0.18 1.598
C 0.61 2.48 -0.32 -0.098
C 1.32 2.85 0.81 -0.677
C 2.72 2.98 0.77 -1.207
C 3.39 2.76 -0.43 0.477
C 4.89 2.91 -0.46 0.752
F 5.42 2.74 -1.71 -0.298
F 5.28 4.14 -0.01 -0.272
F 5.49 1.97 0.35 -0.260
C 2.69 2.42 -1.58 -0.584
C 1.29 2.28 -1.52 -0.299
O -1.33 1.38 0.94 -0.731
C -1.82 0.20 0.36 1.856
C -0.64 -0.75 0.12 -1.532
C -2.78 -0.47 1.33 -2.035
C -2.47 0.73 -1.04 1.822
C -2.52 -0.29 -2.17 -1.886
C -3.87 1.29 -0.85 -1.987
O -1.60 1.77 -1.42 -0.632
S -2.05 4.78 -1.12 -0.314
H -3.66 7.84 0.28 0.339
H -2.21 7.84 -0.76 0.249
H -3.76 7.28 -1.41 0.289
H -3.44 5.92 2.02 0.303
H -2.49 3.47 2.23 0.464
H 0.79 3.04 1.75 0.414
H 3.27 3.25 1.67 0.391
H 3.21 2.26 -2.52 0.466
H 0.76 2.03 -2.44 0.441
H -0.97 -1.74 -0.22 0.031
H 0.07 -0.34 -0.61 0.102
H -0.11 -0.89 1.07 0.546
H -3.17 -1.40 0.90 0.274
H -2.25 -0.71 2.25 0.421
H -3.62 0.20 1.58 0.421
H -3.14 -1.14 -1.87 0.270
H -2.97 0.18 -3.05 0.502
H -1.51 -0.64 -2.44 0.255
H -4.58 0.47 -0.64 0.376
H -3.92 2.03 -0.04 0.338
H -4.18 1.78 -1.78 0.432
C 1.53 -2.89 -1.00 -0.222
C 2.88 -2.42 -1.20 0.921
C 3.30 -1.96 -2.48 -0.280
C 4.60 -1.49 -2.68 -0.638
C 5.53 -1.49 -1.63 -0.373
C 5.14 -1.98 -0.37 -0.700
C 3.84 -2.45 -0.16 -0.407
C 1.13 -3.71 0.07 -0.192
C -0.14 -4.29 0.14 -0.118
C -0.69 -4.95 1.28 0.859
C -2.02 -5.49 1.23 -0.363
C -2.59 -6.11 2.33 -0.625
C -1.88 -6.23 3.53 -0.358
C -0.57 -5.72 3.61 -0.659
C 0.02 -5.10 2.51 -0.372
H 0.82 -2.70 -1.81 0.230
H 2.60 -2.02 -3.31 0.378
H 4.90 -1.15 -3.67 0.399
H 6.54 -1.14 -1.79 0.414
H 5.86 -2.01 0.44 0.377
H 3.56 -2.85 0.82 0.318
H 1.85 -3.93 0.86 0.222
H -0.76 -4.27 -0.76 0.375
H -2.57 -5.39 0.29 0.361
H -3.61 -6.50 2.26 0.376
H -2.34 -6.71 4.40 0.387
H -0.01 -5.82 4.54 0.382
H 1.03 -4.69 2.57 0.296
```

The value obtained for the HOMO-LUMO gap is 2.460 eV. The LUMO energy is -0.13980 hartree. For the largest force on an atom, the calculation gives 3.17 eV/Å. The calculation puts the relative energy (zero: lowest compared OMol25 entry of this formula, charge and spin) at 2.8649 eV. The HOMO energy is -6.264 eV. The value obtained for the molar mass is 562.51 g/mol.



[4]
A structure of composition C33H34Cl2LaN7O9S in a non-equilibrium geometry, computed with the ωB97M-V functional and the def2-TZVPD basis.

Structure (XYZ):
```
87
Properties=species:S:1:pos:R:3:mulliken_charge:R:1
La 0.23 0.08 -0.45 1.992
C 1.99 -4.55 0.80 -1.286
C 1.00 -4.24 -0.33 -0.234
C 1.50 -3.14 -1.30 -1.881
N 0.44 -2.23 -1.66 0.356
C -0.38 -2.49 -2.62 1.014
C -0.35 -3.69 -3.40 -0.938
C -0.82 -3.93 -4.67 -0.393
C -1.50 -3.11 -5.56 -0.603
C -2.04 -1.88 -5.23 -0.563
C -2.12 -1.22 -4.03 -0.478
C -1.55 -1.53 -2.75 0.383
N -1.94 -1.04 -1.60 -0.043
C -3.28 -0.49 -1.45 -1.458
C -3.31 0.80 -0.64 -0.136
C -2.95 0.70 0.85 -0.667
N -1.76 -0.09 1.15 0.547
C -1.90 -1.21 1.83 0.737
C -3.14 -1.89 2.03 -0.774
C -3.51 -2.84 2.95 -0.787
C -2.85 -3.34 4.06 -0.710
C -1.54 -3.01 4.39 -0.252
C -0.58 -2.36 3.66 -1.148
C -0.62 -1.82 2.33 0.541
N 0.42 -1.71 1.56 1.010
C 1.67 -2.30 2.03 -1.771
C 1.69 -3.83 2.11 -0.441
H 3.00 -4.31 0.48 0.416
H 1.99 -5.63 1.00 0.376
H 0.06 -3.90 0.09 0.200
H 0.78 -5.15 -0.89 0.698
H 1.96 -3.60 -2.19 0.767
H 2.28 -2.56 -0.81 0.425
H 0.17 -4.51 -2.93 0.132
H -0.58 -4.93 -5.05 0.304
H -1.66 -3.48 -6.57 0.313
H -2.53 -1.35 -6.05 0.282
H -2.66 -0.28 -4.04 0.252
H -3.86 -1.27 -0.92 0.090
H -3.78 -0.33 -2.41 0.790
H -4.31 1.23 -0.70 0.470
H -2.65 1.51 -1.15 -0.237
H -3.81 0.34 1.42 0.773
H -2.75 1.72 1.21 -0.162
H -3.91 -1.63 1.32 0.123
H -4.53 -3.21 2.81 0.306
H -3.40 -4.00 4.73 0.297
H -1.20 -3.35 5.37 0.327
H 0.38 -2.27 4.14 0.478
H 1.95 -1.86 3.00 0.450
H 2.47 -1.99 1.34 0.612
H 0.73 -4.18 2.51 0.344
H 2.45 -4.11 2.85 0.465
Cl 2.76 3.91 -7.08 -0.302
C 2.18 2.86 -5.79 0.140
C 1.41 1.74 -6.12 -0.773
C 0.95 0.90 -5.14 -0.643
C 1.24 1.13 -3.76 -0.386
O 0.84 0.33 -2.87 0.356
C 2.01 2.30 -3.46 1.651
C 2.32 2.69 -2.11 -0.907
O 1.96 2.13 -1.08 -0.487
C 2.47 3.14 -4.49 -0.902
H 1.18 1.53 -7.16 0.420
H 0.35 0.03 -5.38 0.388
H 2.96 3.60 -2.02 0.089
H 3.06 4.02 -4.23 0.370
O 3.72 1.18 1.49 -0.825
N 2.73 0.69 1.04 0.796
O 1.57 0.96 1.50 -0.570
O 2.74 -0.14 0.09 -0.503
S -0.32 1.21 4.84 -0.400
C -0.64 2.60 4.00 0.090
N 0.18 2.97 2.95 0.117
C 0.06 4.13 2.29 -0.231
C -0.93 5.01 2.64 -0.588
C -1.79 4.56 3.65 -0.066
N -1.68 3.44 4.30 -0.582
H 0.84 2.26 2.57 0.178
H 0.76 4.27 1.48 0.571
H -1.07 5.94 2.11 0.410
H -2.65 5.17 3.92 0.389
O -2.19 4.01 -0.73 -0.680
Cl -0.90 3.46 -0.97 1.708
O -0.91 2.60 -2.14 -0.656
O 0.08 4.50 -1.09 -0.723
O -0.54 2.56 0.16 -0.755
```

The value obtained for the HOMO-LUMO gap is 6.000 eV. The LUMO energy is 0.14951 hartree. For the largest force on an atom, the calculation gives 1.16 eV/Å. The total charge is -2. The calculation puts the relative energy (zero: lowest compared OMol25 entry of this formula, charge and spin) at 0.3141 eV. The HOMO energy is -1.932 eV. The value obtained for the molar mass is 914.55 g/mol.